Record 1
Formula: C32H39AgAsFIN3O3
Source: the OMol25 dataset
Level of theory: wB97M-V/def2-TZVPD

```
81
Properties=species:S:1:pos:R:3:forces:R:3
I -2.7066 -1.5641 1.3910 -0.05 0.28 0.04
Ag 0.0944 -0.4635 0.3162 0.34 -0.02 0.15
As 3.2580 0.5875 -0.6077 -0.12 -0.03 -0.08
F -6.3638 0.8588 -1.3071 0.03 -0.01 -0.02
O 1.1186 3.8470 1.0809 0.07 -0.01 -0.12
O -1.4729 1.1237 -0.7721 0.02 0.12 -0.12
O 0.8407 1.6218 1.0211 -0.06 -0.08 -0.20
N -9.5134 3.9590 1.0115 0.06 0.00 -0.03
N -7.4609 3.1100 -0.0393 0.01 0.16 0.04
N -2.9251 4.4703 1.0354 -0.15 0.00 -0.08
C -8.0140 4.1249 -0.9167 0.01 0.01 -0.09
C -6.0532 2.8708 -0.1035 -0.03 -0.12 -0.02
C 3.2360 2.8718 -2.4014 0.00 0.07 -0.08
C -4.1703 1.4989 -0.7201 -0.08 0.07 0.01
C -3.8127 3.5937 0.4456 0.04 0.01 0.07
C 3.6927 -0.7471 1.9252 0.04 -0.09 0.07
C 0.4651 2.8125 0.8954 -0.15 0.05 0.41
C -3.3617 5.7592 1.5548 0.04 -0.07 0.11
C -0.2088 -4.9928 0.2183 0.03 -0.13 -0.02
C 3.8530 0.6115 1.2600 0.00 0.03 -0.04
C 1.1039 -5.3163 -0.1995 -0.01 0.06 0.01
C 3.6742 2.4708 -1.0006 -0.03 -0.08 0.08
C -3.3080 2.4284 -0.1458 0.13 -0.12 0.00
C 2.0166 -4.3232 -0.3826 -0.02 0.00 0.01
C -9.1262 4.8537 -0.1379 -0.10 -0.06 0.15
C -0.5645 -3.6278 0.4506 -0.14 0.07 0.08
C -1.9168 -3.4406 0.8978 0.21 -0.20 -0.09
C 4.8316 -0.2491 -1.4858 0.02 0.03 -0.04
C -1.5973 4.1409 1.0926 0.17 0.03 0.05
C 1.6454 -2.9791 -0.1681 0.11 0.01 -0.07
C -8.3710 1.9880 0.0984 -0.06 -0.08 0.03
C -1.0269 3.0164 0.6098 -0.14 0.09 -0.19
C -5.5173 1.7351 -0.7108 0.02 0.06 0.01
C -3.6525 6.7742 0.4612 0.00 0.05 -0.04
C -1.8516 2.1075 -0.1495 -0.10 -0.18 0.02
C 0.3904 -2.5758 0.2383 -0.26 -0.01 -0.03
C -9.7401 2.5544 0.5304 -0.05 0.12 0.05
C -1.1430 -6.0447 0.3946 0.04 0.00 -0.01
C -2.4143 -5.7973 0.8055 -0.05 0.07 0.02
C -2.8034 -4.4674 1.0685 0.04 -0.06 -0.02
C 6.1957 -0.0248 -0.8515 0.06 0.03 0.04
C -5.2002 3.7968 0.4671 0.09 -0.01 0.03
H -10.1986 1.9870 1.3366 0.02 -0.03 -0.02
H -4.4257 6.4231 -0.2235 -0.01 -0.02 0.01
H -8.7022 3.9297 1.6368 -0.01 -0.01 0.00
H -3.1242 -6.6033 0.9401 -0.02 0.00 0.01
H -10.3164 4.3268 1.5174 -0.02 0.00 -0.03
H 2.4071 -2.2274 -0.3536 -0.04 0.00 0.00
H -3.8070 -4.2624 1.4135 -0.02 0.00 0.00
H 3.7109 2.2599 -3.1733 0.01 -0.01 0.02
H -2.5605 6.1199 2.1977 -0.01 0.02 -0.02
H -3.7501 0.6064 -1.1658 0.02 -0.01 0.00
H 4.2998 -1.5181 1.4403 0.01 0.03 -0.01
H 3.4833 3.9145 -2.6186 0.00 -0.01 0.02
H 3.2000 1.3498 1.7247 0.00 -0.01 0.04
H 4.8180 0.1475 -2.5059 0.00 -0.04 -0.01
H -0.9512 4.8631 1.5773 0.00 0.00 0.01
H -10.0256 5.0257 -0.7258 0.03 0.03 -0.03
H 4.6139 -1.3159 -1.5770 0.02 0.00 0.04
H 6.2477 -0.4445 0.1543 -0.02 -0.03 -0.01
H -7.9804 1.3093 0.8555 0.01 0.00 -0.02
H -10.4454 2.6310 -0.2953 0.01 -0.05 0.00
H -8.4160 3.6896 -1.8408 0.00 0.00 0.00
H 2.6554 -1.0854 1.8787 0.00 0.03 0.01
H -8.5096 1.4191 -0.8246 0.01 0.00 0.02
H -5.6276 4.6599 0.9599 -0.02 0.00 -0.01
H 1.3578 -6.3568 -0.3663 -0.01 -0.01 0.00
H -8.7911 5.7928 0.2987 0.02 0.00 -0.04
H -0.8157 -7.0584 0.1929 0.01 -0.01 0.00
H -4.2262 5.6098 2.2076 -0.01 0.01 -0.04
H -2.7542 6.9661 -0.1251 0.01 -0.01 0.01
H -3.9829 7.7177 0.8974 0.00 0.00 0.01
H 4.8804 0.9781 1.3173 0.00 -0.01 0.01
H -7.2390 4.8339 -1.1957 0.01 -0.01 0.00
H 6.4267 1.0395 -0.7669 0.00 0.00 -0.01
H 6.9946 -0.4867 -1.4380 -0.01 0.01 -0.02
H 4.7424 2.6453 -0.8487 0.00 0.02 -0.01
H 3.1284 3.0421 -0.2468 0.01 0.04 -0.01
H 2.1563 2.7592 -2.5162 -0.01 -0.02 0.01
H 3.9894 -0.7149 2.9768 -0.01 0.00 0.00
H 3.0256 -4.5605 -0.7019 0.01 0.01 0.00
```
Forces are in eV/Å.

Output
HOMO energy (eV): -5.8
Calculated total energy (eV): -120082.652
Total charge: 0
Largest force on an atom (eV/A): 0.4



Record 2
Formula: C32H39FI2NO7P
Source: the OMol25 dataset
Level of theory: wB97M-V/def2-TZVPD

```
83
Properties=species:S:1:pos:R:3:forces:R:3
I 5.3057 -4.2997 -1.1874 -0.91 -0.19 0.56
I 5.0643 -6.7702 1.8339 -0.37 0.98 -0.22
P 0.8414 -4.8673 -2.0035 -0.73 0.36 -0.69
F -4.5114 -1.2712 -5.7761 1.98 -2.63 0.30
O -1.9686 -3.1032 -2.1152 5.38 5.98 0.02
O 0.9922 3.6752 -3.8084 -4.46 2.41 6.50
O 4.0759 -1.5060 1.6822 -3.05 -0.47 -1.37
O -2.2864 5.5340 -2.5869 1.91 -7.23 3.12
O 2.2759 -5.7079 -2.5369 -1.42 -0.83 1.24
O -3.3491 1.7702 4.2684 1.76 -1.33 -1.24
O -0.9609 1.5087 0.3101 2.82 -5.09 -5.78
N -0.9164 3.4250 -2.2276 -0.19 1.55 -2.60
C -1.3693 -0.7045 -3.0200 0.02 2.15 -0.84
C -3.6985 -2.5163 -5.6532 0.09 -0.89 -0.45
C -2.1087 -2.2451 -5.3430 0.61 1.85 -0.52
C -1.0593 0.7315 -2.2204 -0.75 0.04 -2.95
C 4.2034 -4.7231 1.7180 -0.29 1.39 -0.01
C -0.2131 -5.9806 -0.8017 -0.48 0.08 0.13
C -1.1139 -2.0774 -2.0995 -2.61 -2.65 -0.07
C 3.6083 -4.5056 0.2047 -1.97 0.10 1.10
C 1.8826 -0.4321 0.6225 -1.45 -2.31 -1.99
C 2.6314 -3.2015 0.0230 -1.94 3.44 0.18
C -1.9813 2.0751 4.7213 0.30 0.86 0.25
C 2.1410 1.0276 1.3554 -0.11 -0.78 0.07
C -1.8535 -0.7849 -4.5967 0.71 3.32 2.17
C 1.5571 1.0921 2.9097 0.05 0.48 0.07
C 0.2576 -2.0090 -1.1446 2.43 0.41 1.70
C 0.5647 -0.5736 -0.3428 1.66 -2.59 -0.02
C -1.2454 2.1773 -3.0172 -0.73 -4.64 -1.26
C 2.8967 -1.7486 0.7941 -2.08 0.70 -1.03
C -0.5266 0.6593 -0.6366 -1.32 2.39 2.72
C -2.0254 0.6727 -5.3887 1.38 -0.59 4.51
C 0.2995 4.1545 -2.7544 3.82 -1.20 -5.11
C -1.2909 3.1983 3.7410 -0.68 0.54 0.41
C -2.1109 4.3322 -2.0311 -2.64 4.53 -0.98
C -3.3200 0.9105 3.0391 0.55 -0.44 -0.35
C -0.1369 4.0665 4.5244 0.27 -1.16 -1.08
C 3.0968 -4.6028 2.9224 0.75 0.01 0.61
C 1.1148 3.0184 4.8460 0.52 1.14 0.17
C -1.7266 2.1071 -4.5837 0.37 -3.13 1.17
C 0.8949 5.5345 -2.0597 -0.48 -0.97 0.35
C 1.3040 -3.2859 -0.9655 0.87 2.75 2.45
C 1.8635 2.6215 3.4425 -0.51 -0.29 -0.49
C -3.2999 3.7552 -1.0078 1.11 -1.02 -0.51
H -1.5731 -3.0952 -4.7391 -1.44 1.64 -1.02
H 2.9295 -5.4611 -0.0224 1.73 2.15 0.05
H -2.0624 2.5641 5.8072 -0.02 -1.20 -2.35
H 1.8742 3.6079 5.5506 -1.53 -1.44 -1.48
H 2.0918 -6.6828 -2.7326 0.15 2.00 0.52
H 1.9805 5.7681 -2.4944 -2.63 -0.87 0.89
H -2.8500 3.6665 0.0863 -0.89 0.36 -2.36
H -2.2885 0.3142 2.9761 -2.16 1.29 0.16
H 5.1013 -3.9796 1.8676 -1.86 -1.62 -0.15
H 0.7659 2.0521 5.4150 0.55 1.95 -1.09
H 1.5858 1.8657 0.7564 0.96 -1.81 1.01
H -1.8473 3.0854 -5.2184 0.34 -2.05 1.57
H 2.0737 0.3183 3.6333 -0.85 1.42 -1.50
H -3.5028 2.6300 -1.3465 0.30 2.47 0.73
H -4.1802 0.1107 3.0620 1.57 1.79 0.23
H 3.8209 -0.9132 2.4487 -0.03 -0.87 -1.49
H -2.3366 0.6042 -6.5155 0.65 0.50 2.49
H 0.1685 6.4252 -2.2960 1.37 -1.87 0.64
H -1.5388 -2.1618 -6.3886 -1.28 -0.11 2.29
H -3.7355 -3.0847 -6.7016 -0.19 1.47 2.29
H -1.3384 1.0791 4.8039 -1.30 2.02 -0.23
H 0.4398 -6.7365 -0.1920 -1.45 1.36 -0.99
H 3.0968 -3.4949 3.3665 -0.25 -2.39 -1.27
H -3.4216 1.5445 2.0534 0.22 -1.08 2.01
H -0.8816 2.6838 2.7667 -0.69 1.12 1.87
H 2.0336 -4.9541 2.5717 2.10 0.80 0.68
H 0.2429 4.8857 3.7438 -0.68 -1.66 1.92
H 3.4685 -5.3002 3.8111 -0.96 1.51 -1.96
H 0.9532 5.2979 -0.8926 -0.16 0.83 -2.50
H 1.4441 3.3504 2.6091 0.99 -1.41 1.63
H -2.1504 3.9640 3.4266 1.72 -1.81 0.62
H -4.2822 4.4014 -1.0453 2.33 -1.23 -0.09
H 3.0269 2.7459 3.4865 -2.21 -0.12 0.05
H -1.0093 -6.5115 -1.5151 1.97 0.94 1.61
H -4.1776 -3.2253 -4.8429 0.84 1.87 -1.51
H -0.8522 -5.2454 -0.1182 1.59 -1.60 -1.35
H 0.3899 0.8575 2.9598 2.56 0.54 -0.40
H -0.5537 4.5962 5.4881 0.79 -1.17 -1.92
H 3.2954 1.2967 1.3206 -2.36 -0.74 0.19
```
Forces are in eV/Å.

Output
HOMO energy (eV): -8.3
SMILES: COCCCCCCCc1c(O)c([C@@H](I)[C@@H](C)I)c(P(C)O)c2c1C(=O)c1c(N(C(C)=O)C(C)=O)ccc(CCF)c1C2=O
Calculated total energy (eV): -77819.091
Total charge: 0
Largest force on an atom (eV/A): 8.2